(1)
# C3H5NOS

A cluster of 2 separate species, C3H5NOS in total in a non-equilibrium geometry (ωB97M-V/def2-TZVPD, the OMol25 dataset).

Summary:
- HOMO level (eV) = -8.834
- SMILES string = N=C=O.C=CS
- Kohn-Sham gap (eV) = 9.493

Each line ends with the Löwdin charge.
Positions of all 11 atoms, in Å:
N: -1.956 -0.965 0.290  0.18
C: -3.044 -0.557 0.038  -0.41
O: -3.995 0.013 -0.283  0.16
H: -1.540 -1.784 0.669  0.05
C: 0.374 1.080 -0.176  -0.09
C: 0.387 -0.082 -0.802  -0.64
S: 1.037 -1.580 -0.158  0.73
H: -0.024 1.963 -0.652  0.05
H: 0.745 1.210 0.827  0.05
H: 0.018 -0.210 -1.806  0.06
H: 1.353 -1.098 1.042  -0.13

=====

(2)
# C3H5NOS

A structure of composition C3H5NOS in a non-equilibrium geometry (ωB97M-V/def2-TZVPD, the OMol25 dataset).

Summary:
- HOMO level (spin up / spin down) (eV) = -4.475 / -10.793
- spin multiplicity = 3
- <S²> = 2.0073
- Kohn-Sham gap (spin up / spin down) (eV) = 5.031 / 7.606

Each line ends with the Mulliken spin population.
Positions of all 11 atoms, in Å:
C: 1.500 0.749 0.045  0.06
C: -1.881 0.429 -0.316  -0.01
C: 0.845 -0.520 0.338  0.23
N: 1.765 1.801 -0.333  0.12
O: 1.749 -1.565 0.385  -0.14
S: -0.517 -0.741 -0.883  1.53
H: -1.651 1.371 -0.728  0.06
H: -1.801 0.409 0.719  0.01
H: -2.759 0.036 -0.621  0.02
H: 0.153 -0.509 1.504  0.07
H: 2.599 -1.460 -0.109  0.04

=====

(3)
# C3H5NOS2

The molecule C3H5NOS2 in a non-equilibrium geometry (ωB97M-V/def2-TZVPD, the OMol25 dataset).

Summary:
- HOMO level (eV) = -8.994
- SMILES string = CSC(=S)NC=O
- Kohn-Sham gap (eV) = 8.599

Each line ends with the Löwdin charge.
Positions of all 12 atoms, in Å:
C: 0.797 -0.414 -2.211  -0.42
S: -0.407 0.324 -1.079  0.87
C: -0.134 -0.609 0.373  -1.14
S: 0.753 -2.049 0.465  0.61
N: -0.620 -0.018 1.463  -0.06
C: -0.825 1.313 1.881  -0.30
O: -1.139 1.577 3.022  0.05
H: 1.784 -0.429 -1.775  0.03
H: 0.500 -1.435 -2.447  0.03
H: 0.761 0.177 -3.127  0.04
H: -0.663 -0.591 2.329  0.15
H: -0.808 2.153 1.104  0.14

=====

(4)
# C3H5NOS2

The molecule C3H5NOS2 in a non-equilibrium geometry (ωB97M-V/def2-TZVPD, the OMol25 dataset).

Summary:
- HOMO level (eV) = -8.761
- SMILES string = S=C(NS)[C@H]1CO1
- Kohn-Sham gap (eV) = 9.018

Each line ends with the Löwdin charge.
Positions of all 12 atoms, in Å:
S: 1.824 -1.714 -0.082  0.67
C: 0.386 -0.971 0.208  -0.84
N: -0.873 -1.507 -0.119  -0.44
S: -2.386 -0.750 0.030  0.80
C: 0.306 0.487 0.693  -0.26
C: 1.158 1.491 -0.010  -0.13
O: -0.083 1.160 -0.600  -0.15
H: -0.812 -2.529 -0.484  0.13
H: -2.186 0.161 -0.872  -0.15
H: -0.410 0.655 1.589  0.15
H: 1.223 2.610 0.280  0.15
H: 1.851 0.906 -0.634  0.08

=====

(5)
# C3H5NOS2

The molecule C3H5NOS2 in a non-equilibrium geometry (ωB97M-V/def2-TZVPD, the OMol25 dataset).

Summary:
- HOMO level (eV) = -8.651
- SMILES string = S/N=C1/CSCO1
- Kohn-Sham gap (eV) = 9.340

Each line ends with the Löwdin charge.
Positions of all 12 atoms, in Å:
S: -2.960 0.164 -0.117  0.72
N: -1.679 -0.971 0.016  -0.30
C: -0.509 -0.469 -0.002  -0.54
C: 0.760 -1.262 0.089  -0.40
S: 2.112 -0.131 -0.319  0.89
C: 1.058 1.239 0.233  -0.47
O: -0.232 0.883 -0.117  -0.15
H: -2.587 0.770 -1.249  -0.14
H: 0.759 -2.113 -0.606  0.09
H: 0.872 -1.686 1.101  0.10
H: 1.271 2.126 -0.349  0.09
H: 1.137 1.452 1.319  0.11

=====

(6)
# C3H5NS

A cluster of 2 separate species, C3H5NS in total in a non-equilibrium geometry (ωB97M-V/def2-TZVPD, the OMol25 dataset).

Summary:
- HOMO level (spin up / spin down) (eV) = -7.085 / -7.014
- Kohn-Sham gap (spin up / spin down) (eV) = 7.147 / 6.940

Each line ends with the Löwdin charge.
Positions of all 10 atoms, in Å:
C: 0.592 0.033 0.671  -0.05
C: 2.302 -0.710 -0.854  -0.64
C: -1.808 0.349 0.253  -0.12
N: -0.457 -0.032 0.043  -0.10
S: 2.109 -0.436 -2.369  0.64
H: 0.851 0.759 1.461  0.06
H: 2.910 -1.292 -0.106  0.00
H: -2.473 -0.437 0.513  0.08
H: -1.891 1.016 1.049  0.05
H: -2.135 0.751 -0.661  0.07

=====

(7)
# C3H5NS

The molecule C3H5NS in a non-equilibrium geometry (ωB97M-V/def2-TZVPD, the OMol25 dataset).

Summary:
- HOMO level (eV) = -8.353
- SMILES string = N/C=C/C=S
- Kohn-Sham gap (eV) = 8.232

Each line ends with the Löwdin charge.
Positions of all 10 atoms, in Å:
N: 0.342 -0.953 1.646  -0.02
C: 0.253 -0.205 0.457  -0.32
C: -0.459 -0.345 -0.586  -0.14
C: 0.000 0.848 -1.484  -0.59
S: -0.282 1.037 -3.171  0.54
H: 0.586 -0.187 2.421  0.12
H: -0.444 -1.698 2.108  0.18
H: 0.805 0.898 0.523  0.17
H: -1.350 -0.932 -0.849  0.12
H: 0.549 1.537 -1.066  -0.06

=====

(8)
# C3H5NS2

The molecule C3H5NS2 in a non-equilibrium geometry (ωB97M-V/def2-TZVPD, the OMol25 dataset).

Summary:
- HOMO level (eV) = -8.565
- Kohn-Sham gap (eV) = 7.394

Each line ends with the Löwdin charge.
Positions of all 11 atoms, in Å:
C: 0.892 -0.091 -0.587  -0.28
C: -0.137 -0.349 0.276  -0.13
C: -1.388 -1.095 0.004  -0.10
N: 1.910 0.768 -0.421  -0.45
S: 0.695 3.028 0.984  0.14
S: 2.133 2.117 0.227  0.40
H: 0.979 -0.531 -1.516  0.09
H: 0.105 0.048 1.340  0.12
H: -1.279 -1.867 -0.735  0.07
H: -2.079 -0.430 -0.418  0.06
H: -1.829 -1.598 0.846  0.07

=====

(9)
# C3H5NSSi

The molecule C3H5NSSi in a non-equilibrium geometry (ωB97M-V/def2-TZVPD, the OMol25 dataset).

Summary:
- HOMO level (eV) = -8.054
- Kohn-Sham gap (eV) = 7.863

Each line ends with the Löwdin charge.
Positions of all 11 atoms, in Å:
C: 0.417 -1.713 0.739  -0.25
C: 1.417 -1.637 -0.190  -0.64
C: -0.557 0.339 0.233  -0.36
N: -0.473 -0.681 0.815  0.00
Si: -1.008 2.010 -0.251  0.61
S: 1.618 -0.278 -1.088  0.65
H: 0.140 -2.596 1.301  0.10
H: 1.973 -2.486 -0.490  0.04
H: -1.949 1.807 -1.509  -0.04
H: -0.045 3.026 -0.750  -0.07
H: -1.533 2.207 1.190  -0.04

=====

(10)
# C3H5O2

A cluster of 2 separate species, C3H5O2 in total in a non-equilibrium geometry (ωB97M-V/def2-TZVPD, the OMol25 dataset).

Summary:
- HOMO level (eV) = -15.785
- charge = +1
- Kohn-Sham gap (eV) = 10.740

Each line ends with the Löwdin charge.
Positions of all 10 atoms, in Å:
C: -0.868 -0.431 -1.876  0.00
C: -0.114 0.656 0.647  -0.16
C: 0.817 0.007 1.431  0.01
O: -0.930 1.372 0.360  0.33
O: 0.039 -0.483 -1.102  0.00
H: -0.902 -0.920 -2.893  0.14
H: -1.588 0.470 -1.705  0.13
H: 1.923 -0.027 0.942  0.19
H: 0.616 -1.146 1.734  0.19
H: 1.008 0.503 2.462  0.16

=====

(11)
# C3H5O2S

The ion C3H5O2S with charge -1 (ωB97M-V/def2-TZVPD, the OMol25 dataset).

Summary:
- HOMO level (eV) = -4.173
- charge = -1
- SMILES string = O=C([O-])CCS
- Kohn-Sham gap (eV) = 7.443

Each line ends with the Löwdin charge.
Positions of all 11 atoms, in Å:
O: 1.386 -0.997 -1.391  -0.09
C: 1.497 0.091 -0.780  -0.76
O: 2.473 0.859 -0.700  -0.09
C: 0.235 0.593 -0.027  -0.21
C: -0.961 -0.351 -0.108  -0.59
S: -1.921 -0.533 1.430  0.62
H: 0.004 1.590 -0.395  0.10
H: 0.482 0.736 1.026  0.08
H: -0.643 -1.336 -0.443  0.05
H: -1.698 -0.019 -0.838  0.05
H: -0.851 -0.632 2.228  -0.17

=====

(12)
# C3H5O3

A cluster of 2 separate species, C3H5O3 in total in a non-equilibrium geometry (ωB97M-V/def2-TZVPD, the OMol25 dataset).

Summary:
- HOMO level (eV) = -3.912
- charge = -1
- Kohn-Sham gap (eV) = 7.690

Each line ends with the Löwdin charge.
Positions of all 11 atoms, in Å:
O: -2.048 1.795 1.028  -0.01
C: -1.473 0.811 0.608  -0.35
C: -1.770 0.150 -0.656  -0.09
H: -0.566 0.360 1.164  0.13
H: -1.654 -0.938 -0.561  0.08
H: -0.912 0.272 -1.369  0.10
H: -2.622 0.544 -1.209  0.07
O: 3.370 -1.150 1.271  -0.14
C: 2.736 -0.804 0.260  -0.72
O: 1.522 -0.782 -0.058  -0.16
H: 3.418 -0.258 -0.478  0.08